C6H10 | wB97M-V/def2-TZVPD

XYZ file:
```
16
Properties=species:S:1:pos:R:3:forces:R:3
H -0.9002 -1.2791 -0.6792 0.0 0.1 0.0
C 0.0237 0.4586 0.1866 0.0 0.0 0.1
C -2.4555 -0.0889 0.2340 0.0 0.0 0.0
H -2.7401 0.9634 0.3517 0.0 -0.1 0.0
H 0.1448 0.0031 1.1771 0.0 0.1 -0.2
H 4.1525 -1.0073 1.4791 -0.2 0.1 -0.1
H -0.2157 1.5157 0.3613 0.0 -0.2 0.0
H -3.2743 -0.6042 -0.2793 0.1 0.1 0.1
H 1.6306 1.3168 -1.0287 0.0 -0.2 0.1
C 3.3599 -0.6095 0.8832 -0.4 0.2 -0.2
C 2.4659 -0.1640 0.2090 0.4 -0.2 0.2
C 1.3534 0.3455 -0.6014 0.0 0.0 0.0
H 1.2140 -0.3262 -1.4594 0.0 0.1 0.2
H -1.2542 0.2138 -1.5382 0.0 0.0 0.1
H -2.3619 -0.5204 1.2376 0.0 0.1 -0.1
C -1.1431 -0.2173 -0.5334 0.0 0.0 -0.1
```
Forces are in eV/Å.

Its LUMO energy is 1.145 eV. The SMILES is C#CCCCC. As for the charge: 0. Its total energy is -234.5460 a.u. Its HOMO energy is -9.894 eV.

***

C6H10 | wB97M-V/def2-TZVPD

XYZ file:
```
16
Properties=species:S:1:pos:R:3:forces:R:3
C 1.5868 -0.1015 -0.1728 -0.3 0.2 0.4
H 0.4094 -0.7963 1.4977 0.3 -0.8 0.4
C -0.4975 -1.4848 -0.3523 -0.2 0.2 0.3
H -1.8760 1.0337 1.7022 1.0 -1.3 -0.5
C -0.9017 1.4065 -0.1205 -0.3 0.9 -0.8
H 1.5531 0.0177 -1.2695 -0.5 0.1 0.5
H -0.1874 1.5075 1.9423 0.2 0.0 -0.7
C 0.2165 -0.4314 0.5107 -0.3 -0.1 0.9
C -0.8517 1.0102 1.2258 0.9 -1.1 -0.7
H 2.2516 -0.9679 0.0038 -0.4 0.2 0.1
C -0.8904 1.3752 -1.3340 -0.1 1.2 0.2
H -1.5512 -1.5717 -0.0916 0.0 -0.1 0.0
H -0.4363 -1.3119 -1.4381 0.1 0.3 0.5
H -0.9119 2.0012 -2.1778 -0.2 0.0 -0.9
H -0.0160 -2.4566 -0.1624 -0.1 0.2 0.0
H 2.1027 0.7701 0.2364 -0.2 0.0 0.1
```
Forces are in eV/Å.

Its LUMO energy is 1.046 eV. As for the charge: 0. Its total energy is -234.4509 a.u. Its HOMO energy is -8.505 eV.

***

C6H10 | wB97M-V/def2-TZVPD

XYZ file:
```
16
Properties=species:S:1:pos:R:3:forces:R:3
H 1.5465 1.9479 0.0735 0.1 -0.1 -0.1
C 0.2109 -1.2495 -0.0827 0.0 0.0 0.0
H 0.9265 0.0709 1.4727 0.0 0.0 -0.2
H 2.1944 -0.6062 0.4805 -0.1 0.0 0.0
H 0.1314 -2.0796 0.6318 0.0 0.1 -0.1
C 1.1836 1.0557 -0.4433 0.2 -0.1 0.0
H -2.7562 0.5313 0.7455 0.1 -0.1 0.0
C 1.1819 -0.1879 0.4383 0.0 0.1 0.0
C -1.3259 0.7393 -0.8803 -0.1 -0.2 0.1
C -1.6924 0.4226 0.5490 -0.1 0.1 0.1
H -1.0681 0.7748 1.3676 -0.1 0.0 -0.2
H 0.5939 -1.6702 -1.0211 -0.1 0.1 0.1
H -1.8755 -1.3424 -0.7975 0.1 0.1 0.1
C -1.1689 -0.6522 -0.3353 0.0 0.0 -0.1
H 1.7521 0.9014 -1.3646 0.0 0.0 0.1
H 0.1659 1.3440 -0.8339 0.1 0.0 0.1
```
Forces are in eV/Å.

Its LUMO energy is 0.262 eV. As for the charge: 0. Its total energy is -234.4463 a.u. Its HOMO energy is -8.556 eV.

***

C6H10 | wB97M-V/def2-TZVPD

XYZ file:
```
16
Properties=species:S:1:pos:R:3:forces:R:3
H 0.9266 -0.3360 -2.5495 0.1 0.0 -0.2
H 1.5787 -0.1249 -2.2610 -0.1 0.0 -0.2
C -1.9500 0.6208 1.3062 0.0 0.1 0.0
H -1.2432 0.1370 -1.3055 0.0 -0.1 0.1
H -1.7152 1.5417 0.7632 0.0 -0.1 0.1
H -1.1879 -1.4536 1.3622 0.1 0.1 -0.1
H -0.7913 -1.6314 -1.1188 0.0 0.1 0.1
C -1.0739 -0.5136 0.8229 -0.1 0.0 0.1
C 0.2605 -0.2507 0.2543 0.3 0.1 -0.1
C 2.7583 0.3768 -0.0172 -0.1 0.0 0.1
C -0.8316 -0.6431 -0.6671 -0.1 -0.1 -0.2
H -1.8143 0.8138 2.3738 0.0 0.0 -0.1
H 3.0551 1.3928 -0.2635 -0.1 -0.1 0.2
H 3.5263 -0.3910 -0.0564 -0.1 0.1 0.2
H -3.0054 0.3856 1.1280 0.1 0.0 0.1
C 1.5076 0.0759 0.2282 -0.1 0.0 -0.1
```
Forces are in eV/Å.

Its LUMO energy is 1.166 eV. The SMILES is C=C=C1C[C@@H]1C.[H][H]. As for the charge: 0. Its total energy is -234.4698 a.u. Its HOMO energy is -9.141 eV.

***

C6H10 | wB97M-V/def2-TZVPD

XYZ file:
```
16
Properties=species:S:1:pos:R:3:forces:R:3
H -1.6996 -1.5499 1.4889 -0.1 0.1 -0.2
C -0.8986 -0.2821 0.0045 -0.1 -0.1 0.2
H 0.1890 0.3774 2.2123 0.1 0.1 0.1
H 0.8932 0.5269 2.0239 0.0 0.0 0.3
C -1.7503 -0.5921 0.9774 -0.1 0.0 -0.2
H -0.8142 1.4055 -1.4647 0.0 0.0 0.1
H -2.4460 0.1447 1.3676 0.0 -0.1 -0.2
H 0.5818 -0.3402 -2.5380 -0.1 -0.1 0.1
C 1.0830 -0.4837 -1.5836 0.0 0.0 -0.2
H 2.0756 -0.9230 -1.6569 -0.2 0.0 -0.1
H 0.7546 -1.7993 0.2166 0.1 0.3 0.0
C 0.3915 -0.9304 -0.3255 0.0 -0.3 0.2
H -0.6667 1.8761 0.2517 0.1 -0.1 -0.1
C -0.4629 1.0891 -0.4777 -0.1 0.1 0.0
C 0.9607 0.5103 -0.4955 0.3 0.3 -0.1
H 1.8088 0.9706 -0.0010 -0.1 -0.2 -0.1
```
Forces are in eV/Å.

Its LUMO energy is 1.238 eV. The SMILES is C=C1C[C@@H]2C[C@H]12.[H][H]. As for the charge: 0. Its total energy is -234.4851 a.u. Its HOMO energy is -8.641 eV.

***

C6H10 | wB97M-V/def2-TZVPD

XYZ file:
```
16
Properties=species:S:1:pos:R:3:forces:R:3
H -2.7137 -1.9178 -1.5486 0.2 -0.1 0.0
H 1.1076 0.2057 1.9231 -0.1 -0.1 -0.1
H 1.1734 0.3556 -1.8463 0.0 -0.1 0.1
C 1.3789 0.0402 -0.8186 0.1 0.0 -0.1
C 0.0892 -0.0196 0.0169 0.0 0.0 0.0
H 1.8774 -0.9347 -0.8539 -0.2 0.1 0.0
H -1.5830 1.2379 0.5661 0.2 0.1 -0.1
H 0.8701 -1.4844 1.4490 -0.1 0.1 -0.1
H -0.8025 1.7121 -0.9535 0.0 0.0 0.2
C -1.8480 -1.4697 -1.1161 0.4 0.2 0.2
H 2.0848 0.7548 -0.3809 -0.1 -0.1 0.0
H -0.5019 -0.5278 2.0499 0.1 0.0 -0.1
H -0.0260 2.0963 0.6077 0.0 -0.1 -0.1
C -0.6162 1.3507 0.0642 0.0 0.1 0.0
C 0.4091 -0.4909 1.4443 0.0 0.0 0.1
C -0.9071 -0.9097 -0.6126 -0.4 -0.2 -0.2
```
Forces are in eV/Å.

Its LUMO energy is 0.942 eV. The SMILES is C#CC(C)(C)C. As for the charge: 0. Its total energy is -234.5517 a.u. Its HOMO energy is -9.902 eV.

***

C6H10 | wB97M-V/def2-TZVPD

XYZ file:
```
16
Properties=species:S:1:pos:R:3:forces:R:3
H -0.2017 -2.0653 -1.5024 -0.1 0.4 0.6
H -0.9206 0.2899 -2.0792 0.4 0.2 0.2
C 1.2893 1.4053 -0.6003 -0.2 -0.5 -0.3
C -0.4098 0.2151 1.3721 0.6 1.1 -1.6
H -1.7904 -1.3899 0.8084 0.2 0.0 0.1
C 0.0359 -1.2405 -0.8054 -0.6 -0.1 1.6
H 1.0241 -1.3660 -0.3670 0.3 0.0 -0.3
H -0.1902 -1.9863 1.4118 -0.3 0.2 0.1
C -0.2618 0.0969 -1.2339 0.5 0.8 0.1
C -0.0347 1.0623 -0.1497 -0.8 -0.6 2.0
H 2.0440 0.6600 -0.8023 -0.1 -0.2 0.4
H -0.6861 1.9371 -0.1914 0.1 -0.1 0.1
C -0.7305 -1.1668 0.9359 0.6 -0.5 -2.1
H 0.4408 0.2957 2.0626 -0.3 0.0 -0.3
H -1.2585 0.8056 1.7310 0.2 -0.4 0.1
H 1.6502 2.4469 -0.5901 -0.5 -0.5 -0.6
```
Forces are in eV/Å.

Its LUMO energy is 0.559 eV. As for the charge: 0. Its total energy is -234.4491 a.u. Its HOMO energy is -7.446 eV.

***

C6H10 | wB97M-V/def2-TZVPD

XYZ file:
```
16
Properties=species:S:1:pos:R:3:forces:R:3
C -0.6231 -0.0635 0.0206 0.1 -3.6 -1.6
C 1.8293 -0.9940 0.1213 -0.1 -0.2 0.8
C -2.1431 -0.4735 -0.1156 1.6 -2.1 2.8
C 0.5965 2.0182 -0.3614 1.4 0.7 0.6
H 1.0086 1.6255 -1.3890 -0.8 0.8 2.3
H -2.2403 -1.5152 -0.6093 0.4 1.5 1.3
H -2.7879 0.1114 -0.6986 -0.5 1.5 -0.7
H 1.0797 2.9794 0.1322 -1.3 -1.8 -1.5
H -0.0434 -2.1461 -0.2665 0.0 1.3 -0.4
H -0.7451 1.7089 1.2757 0.4 -0.1 0.0
H 1.9702 0.1664 0.2665 0.6 -2.6 0.2
C -0.2443 1.2818 0.4044 0.4 1.0 -1.4
H 2.5125 -1.4154 -0.7320 -1.4 0.9 1.6
C 0.3156 -1.0827 -0.1901 -0.7 0.6 1.3
H 2.0334 -1.7323 1.1239 -0.3 2.4 -2.7
H -2.5186 -0.4688 1.0177 0.3 -0.3 -2.5
```
Forces are in eV/Å.

Its LUMO energy is 1.118 eV. The SMILES is C=C/C(C)=C\C. As for the charge: 0. Its total energy is -234.5056 a.u. Its HOMO energy is -8.620 eV.

***

C6H10 | wB97M-V/def2-TZVPD

XYZ file:
```
16
Properties=species:S:1:pos:R:3:forces:R:3
H 0.6001 -1.5207 -0.8956 -0.4 0.5 0.3
H -0.7413 -0.3466 -3.1138 0.0 -0.1 -0.2
C -0.0855 -0.0506 0.7123 -0.4 0.8 0.0
H -0.4452 2.2104 0.3431 0.0 -0.6 -0.1
H 0.3088 -1.9774 0.7658 0.0 -0.9 -0.2
C -0.8334 0.1805 -2.2025 -0.4 1.0 -0.5
H 1.5250 1.3697 0.8862 0.3 0.1 0.1
H -0.5630 -0.3006 1.6660 0.3 0.3 0.1
H -1.0781 -1.8133 -0.3333 0.1 0.3 0.2
H -1.9760 1.3761 0.5384 0.7 -0.6 0.0
H 2.0372 -0.1113 0.0830 -0.3 0.2 0.1
C 1.4193 0.2889 0.9018 -0.1 0.3 0.0
C -0.1044 -1.3932 -0.0554 0.0 -0.2 0.7
C -0.9960 0.9245 -1.2689 0.2 -0.5 -0.5
H 1.8778 -0.0806 1.8317 -0.4 0.0 -0.2
C -0.9453 1.2440 0.1413 0.5 -0.8 0.2
```
Forces are in eV/Å.

Its LUMO energy is 1.104 eV. The SMILES is C#CCC(C)C. As for the charge: 0. Its total energy is -234.5083 a.u. Its HOMO energy is -9.539 eV.

***

C6H10 | wB97M-V/def2-TZVPD

XYZ file:
```
16
Properties=species:S:1:pos:R:3:forces:R:3
H 0.4793 -0.1291 -2.1384 0.0 0.1 0.1
H 2.1028 0.3324 1.6442 -0.1 0.0 -0.1
H -1.3359 -0.9708 1.6652 0.0 0.0 -0.2
C 1.0784 0.4912 1.2907 0.0 0.0 0.1
C -1.8185 -0.2816 -0.2920 0.2 0.2 -0.2
H 0.9567 1.5581 1.0727 0.0 -0.2 0.0
C 0.7571 -0.3230 0.0462 0.1 0.0 0.0
H -2.2013 1.2104 -1.8893 0.1 -0.1 0.1
H 1.7061 0.1496 -0.8160 0.0 0.0 0.0
C -1.6841 0.5636 -1.2034 -0.3 -0.2 0.3
H 0.4015 0.2541 2.1127 0.1 0.0 -0.1
H 0.5506 1.4817 -1.2115 0.0 -0.2 0.1
C 0.4694 0.4004 -1.1918 0.1 0.0 0.0
H -1.2733 -2.2203 0.3289 0.0 0.2 0.0
C -1.2748 -1.1620 0.5953 -0.2 0.0 0.0
H 1.0860 -1.3548 -0.0135 -0.1 0.2 0.0
```
Forces are in eV/Å.

Its LUMO energy is 1.030 eV. As for the charge: 0. Its total energy is -234.3898 a.u. Its HOMO energy is -7.826 eV.

***

C6H10 | wB97M-V/def2-TZVPD

XYZ file:
```
16
Properties=species:S:1:pos:R:3:forces:R:3
H -0.3241 1.9005 -1.1429 0.1 0.0 0.1
C 0.4679 1.6653 -0.4019 -0.1 -0.3 -0.2
H 1.4865 -1.2845 0.9539 0.0 0.1 -0.1
H 2.4620 -0.6735 -0.3907 -0.1 0.0 0.1
C 0.5357 0.2494 -0.2691 0.3 0.1 0.0
C -1.4933 -0.4820 0.1232 -0.2 0.0 0.0
H -1.6301 -1.3439 0.7815 0.0 0.1 -0.1
H -0.7380 -0.3768 -1.9707 0.1 0.0 0.2
H 2.2330 0.3415 1.0463 -0.1 -0.1 -0.1
H -2.4764 -0.1501 -0.2206 0.2 -0.1 0.1
H -0.0864 -1.7527 -1.0471 0.0 0.2 0.0
C -0.4424 -0.7208 -0.9757 0.0 0.0 -0.1
H -1.1099 1.6278 0.7797 0.1 -0.1 0.0
C -0.6560 0.6305 0.8033 -0.2 0.1 0.3
H -0.2993 0.4589 1.8187 0.0 0.0 -0.2
C 1.7462 -0.3818 0.3867 0.0 0.0 0.0
```
Forces are in eV/Å.

Its LUMO energy is 1.000 eV. As for the charge: 0. Its total energy is -234.4578 a.u. Its HOMO energy is -8.131 eV.

***

C6H10 | wB97M-V/def2-TZVPD

XYZ file:
```
16
Properties=species:S:1:pos:R:3:forces:R:3
C -0.3590 2.4589 -0.2291 0.4 -1.6 -0.1
H -0.9099 -2.8698 0.2881 -0.5 0.0 -0.2
C 0.4616 0.1065 -0.2209 0.1 1.5 2.7
H -1.8036 -1.7778 1.2224 -0.2 0.8 0.2
H 2.5659 -0.1176 -0.3515 -0.2 -0.2 -0.2
C 1.6928 0.4897 -0.5712 0.1 -0.1 -0.6
H 0.6706 2.7382 -0.0457 -0.1 0.6 -0.5
H 1.8938 1.4013 -1.1175 -0.1 0.1 0.1
C -1.1456 -1.7979 0.3675 2.1 -1.5 -0.2
H 1.0195 -1.8490 -0.0110 -0.5 -0.2 0.2
C -0.6232 1.1338 -0.1426 0.3 1.2 -0.8
C 0.2965 -1.1977 0.5090 -0.7 -1.1 -0.9
H -1.1055 3.1377 -0.6194 -0.1 0.3 0.8
H 0.6040 -1.2928 1.5505 0.0 0.9 0.1
H -1.5756 -1.4973 -0.5754 -0.5 0.1 0.0
H -1.6821 0.9337 -0.0534 0.0 -0.9 -0.5
```
Forces are in eV/Å.

Its LUMO energy is 0.734 eV. The SMILES is C=CC(=C)CC. As for the charge: 0. Its total energy is -234.5335 a.u. Its HOMO energy is -8.743 eV.